Record 1
The following is a DFT calculation (the ωB97M-V functional and the def2-TZVPD basis) of a 2-piece molecular cluster, C21H20N2O5S2 overall at a distorted geometry.

The geometry in ORCA input format:
```
! RIJCOSX wB97M-V def2-TZVPD def2/J DEFGRID3
* xyz 0 1
C -1.84219 4.12807 -0.16868
N -2.63138 3.36528 0.78544
C -3.85201 3.82700 1.25266
C -4.29689 2.92681 2.16000
N -3.34022 1.92367 2.25265
C -3.44136 0.83652 3.20802
C -2.32972 2.18715 1.38777
C -1.08980 1.41509 1.26795
C -0.39499 1.45051 -0.02650
C 0.92887 1.14038 -0.02218
C 1.83945 1.51612 -1.08386
C 3.16401 1.87028 -0.73509
C 3.99052 2.47820 -1.67016
C 3.54297 2.63824 -2.99455
C 2.25586 2.20732 -3.36246
C 1.40788 1.62385 -2.41495
O -0.62670 0.80358 2.25281
H -0.79873 3.79718 -0.18423
H -2.25422 4.03869 -1.18799
H -1.87467 5.18731 0.12870
H -4.27745 4.75673 0.90516
H -5.18536 2.91663 2.76600
H -2.61811 0.13093 3.08082
H -3.41100 1.23765 4.22994
H -4.40552 0.32568 3.08690
H -0.97919 1.76702 -0.89588
H 1.42226 0.88073 0.92227
H 3.47881 1.66339 0.29850
H 5.00220 2.77448 -1.36710
H 4.22884 3.01987 -3.74685
H 1.92320 2.28560 -4.39526
H 0.42158 1.23118 -2.65657
C 0.51273 -6.48698 -0.25211
C -0.23495 -5.40249 0.19980
C 0.25987 -4.12137 0.02346
C 1.50079 -3.89788 -0.55423
C 2.25526 -4.97021 -1.00893
C 1.76540 -6.26534 -0.86348
S 1.99218 -2.15665 -0.60348
O 3.13587 -1.96390 0.25794
O 2.08123 -1.79555 -2.00133
C 0.60441 -1.54545 0.18804
S -0.59490 -2.66777 0.63243
O -1.83261 -2.52685 -0.09241
O -0.61321 -2.75372 2.08396
H 0.12050 -7.49413 -0.12226
H -1.20676 -5.52823 0.69119
H 3.22288 -4.78538 -1.47231
H 2.34447 -7.11206 -1.20989
H 0.72989 -0.87716 1.03030
*
```

Computed properties:
ΔE to the lowest compared entry with this formula, charge and spin: 121.4 kcal/mol
LUMO energy: -1.44 eV
Orbital gap: 5.1 eV

Mulliken population analysis, charges in e, atoms 1 to 2:
1 C -1.01
2 N 0.18

Record 2
The following is a DFT calculation (the ωB97M-V functional and the def2-TZVPD basis) of one molecule with the formula C21H20N2O7S.

The geometry in ORCA input format:
```
! RIJCOSX wB97M-V def2-TZVPD def2/J DEFGRID3
* xyz 0 1
C -2.11296 -2.01681 -2.54193
H -1.27646 -2.42090 -1.96344
O -2.81874 -1.04371 -1.80986
C -3.39306 -1.41484 -0.62146
C -3.36054 -2.68796 -0.07544
C -3.94764 -2.92596 1.15877
C -4.56814 -1.90496 1.85315
C -4.61896 -0.63152 1.30915
C -4.04535 -0.38298 0.07511
N -4.06868 0.91826 -0.45942
S -2.98399 1.98359 0.25796
O -2.99639 3.17900 -0.52672
O -3.27484 2.05508 1.65421
C -1.43716 1.10872 0.01004
C -0.73193 1.31781 -1.15940
C 0.38137 0.54241 -1.41861
C 0.76641 -0.44402 -0.51036
C 0.04488 -0.64261 0.66520
C -1.06657 0.13946 0.92312
H -1.64729 0.02067 1.82401
H 0.35732 -1.40318 1.36283
C 2.00049 -1.20965 -0.80404
O 2.67575 -1.03681 -1.79582
O 2.30679 -2.08619 0.15383
C 3.58568 -2.72201 0.09564
H 3.50788 -3.61099 0.72082
H 3.83866 -2.98013 -0.93669
C 4.59637 -1.72964 0.70339
O 4.96906 -1.80657 1.85022
N 4.95695 -0.75595 -0.15847
H 4.52718 -0.74843 -1.07683
C 5.41192 0.53971 0.32315
C 4.23879 1.46722 0.36368
C 3.14482 1.48588 1.18084
C 2.28436 2.48695 0.66837
C 2.91564 2.99396 -0.42440
O 4.09329 2.37947 -0.62098
H 2.64388 3.76662 -1.11527
H 1.33200 2.78106 1.05929
H 2.98294 0.87017 2.04183
H 5.82658 0.38632 1.32161
H 6.17698 0.93166 -0.34937
H 0.96627 0.67932 -2.31526
H -1.06312 2.08907 -1.83655
H -3.93399 0.92923 -1.46158
H -5.08314 0.18812 1.83181
H -5.01574 -2.09630 2.81560
H -3.90993 -3.92125 1.57466
H -2.87047 -3.49723 -0.59292
H -2.76855 -2.83287 -2.86021
H -1.72622 -1.50081 -3.41898
*
```

Computed properties:
ΔE to the lowest compared entry with this formula, charge and spin: 42.7 kcal/mol
LUMO energy: -0.38 eV
Orbital gap: 8.3 eV
SMILES: COc1ccccc1NS(=O)(=O)c1ccc(C(=O)OCC(=O)NCc2ccco2)cc1

Mulliken population analysis, charges in e, atoms 1 to 2:
1 C -0.98
2 H 0.34

Record 3
The following is a DFT calculation (the ωB97M-V functional and the def2-TZVPD basis) of C21H20N3O2STb as an isolated structure at a distorted geometry.

The geometry in ORCA input format:
```
! RIJCOSX wB97M-V def2-TZVPD def2/J DEFGRID3
* xyz 2 7
Tb 0.91604 0.46018 0.82678
C -0.01105 -0.68850 -3.50496
C 0.60363 -0.54301 -2.15938
N 0.17146 0.28935 -1.26644
N -0.94692 1.05155 -1.50397
C -1.43084 1.60080 -0.41401
O -0.86999 1.42488 0.77232
C -2.66259 2.38245 -0.50169
C -3.24627 2.86318 0.67527
C -4.43071 3.57363 0.62209
C -5.04180 3.80872 -0.60334
C -4.46516 3.33691 -1.77633
C -3.28212 2.62391 -1.73068
C 1.71126 -1.42454 -1.72094
C 2.29942 -2.32391 -2.59685
C 3.24075 -3.22640 -2.12387
C 3.57193 -3.20546 -0.77975
C 2.96981 -2.26074 0.03189
N 2.06769 -1.37944 -0.40955
H -0.91009 -0.08140 -3.54922
H -0.26393 -1.72961 -3.70722
H 0.67839 -0.35535 -4.28446
H -2.76865 2.65947 1.62411
H -4.88605 3.93398 1.53478
H -5.97273 4.35880 -0.63814
H -4.94810 3.52311 -2.72576
H -2.82279 2.25323 -2.63613
H 2.01900 -2.31932 -3.64010
H 3.69642 -3.94163 -2.79521
H 4.28522 -3.90244 -0.36445
H 3.22698 -2.20993 1.08366
C 2.48305 1.69545 4.76405
S 0.92395 1.44614 3.90568
O 1.16705 0.23539 2.99207
C 1.02733 2.77337 2.66543
C 2.01297 2.69556 1.66089
C 1.91326 3.53651 0.55213
C 0.87217 4.46036 0.47083
C -0.04612 4.57467 1.50198
C 0.02076 3.71747 2.59691
H 3.30402 1.80789 4.06111
H 2.63956 0.83117 5.40885
H 2.36611 2.58953 5.37800
H 2.92502 2.11098 1.81390
H 2.69363 3.54230 -0.19868
H 0.80672 5.11692 -0.38643
H -0.82762 5.32050 1.45021
H -0.72192 3.78169 3.38320
*
```

Computed properties:
ΔE to the lowest compared entry with this formula, charge and spin: 0.4 kcal/mol
LUMO energy (alpha / beta): -6.92 / -6.83 eV
Orbital gap (alpha / beta): 6.9 / 7.0 eV
Expectation value of S²: 12.718

Mulliken population analysis, charges in e, atoms 1 to 2:
1 Tb 1.40
2 C -1.45

Record 4
The following is a DFT calculation (the ωB97M-V functional and the def2-TZVPD basis) of one molecule with the formula C21H20N4O3.

The geometry in ORCA input format:
```
! RIJCOSX wB97M-V def2-TZVPD def2/J DEFGRID3
* xyz 0 1
C -1.69697 -5.81576 -2.84109
H -2.45320 -6.47824 -3.25933
O -2.39438 -4.68663 -2.37651
C -1.69334 -3.68968 -1.77056
C -2.44919 -2.61825 -1.28800
C -1.84113 -1.55538 -0.66243
C -0.45498 -1.52369 -0.50397
C 0.29267 -2.59692 -0.97780
C -0.31312 -3.67155 -1.60590
H 0.30117 -4.48904 -1.95021
H 1.36314 -2.61672 -0.82651
C 0.17820 -0.39833 0.17288
N 1.24231 0.28415 -0.31625
C 1.62029 1.26975 0.55853
C 0.78402 1.21048 1.64146
N 0.74250 1.95408 2.79640
C -0.18361 1.67846 3.76990
O -0.24187 2.32122 4.79956
N -1.05644 0.62657 3.53504
C -1.11875 -0.19652 2.40613
O -1.93148 -1.09669 2.33384
C -0.13679 0.15673 1.41188
C -2.00216 0.37068 4.60792
H -1.46750 0.10586 5.52016
H -2.59459 1.26494 4.79972
H -2.64104 -0.45056 4.29173
C 1.67699 3.03723 2.98878
H 1.44488 3.50966 3.94166
H 1.57868 3.76411 2.18076
H 2.69973 2.65571 3.00735
H 2.43309 1.92823 0.33111
C 1.82724 0.13939 -1.62128
C 1.76188 1.42932 -2.40721
N 0.72013 2.21220 -2.17091
C 0.61062 3.34381 -2.84103
C 1.53273 3.75919 -3.78966
C 2.62205 2.93996 -4.04168
C 2.74368 1.75339 -3.33799
H 3.58049 1.09210 -3.50514
H 3.36727 3.22185 -4.77128
H 1.40342 4.69299 -4.31338
H -0.25904 3.94105 -2.60150
H 1.26713 -0.62964 -2.16329
H 2.87120 -0.18561 -1.53523
H -2.43380 -0.73803 -0.28612
H -3.51945 -2.65223 -1.41393
H -0.97701 -5.55196 -3.62324
H -1.17689 -6.33059 -2.02679
*
```

Computed properties:
ΔE to the lowest compared entry with this formula, charge and spin: 16.5 kcal/mol
LUMO energy: 0.54 eV
Orbital gap: 8.2 eV
SMILES: COc1ccc(-c2c3c(=O)n(C)c(=O)n(C)c3cn2Cc2ccccn2)cc1

Mulliken population analysis, charges in e, atoms 1 to 2:
1 C -0.83
2 H 0.24

Record 5
The following is a DFT calculation (the ωB97M-V functional and the def2-TZVPD basis) of one molecule with the formula C21H20N6O2S at a distorted geometry.

The geometry in ORCA input format:
```
! RIJCOSX wB97M-V def2-TZVPD def2/J DEFGRID3
* xyz 0 1
O 1.63579 -2.00106 3.63757
N -2.45475 1.73986 -2.44078
N -1.01580 2.64870 0.68980
N -1.82439 -1.67609 -0.19965
O -2.26831 -3.93635 0.14283
S 0.11821 4.02886 3.33901
C 1.68102 -1.58640 2.49471
C -2.21531 0.53057 -1.92319
C -1.19783 3.90563 0.84484
C -0.20356 5.35924 4.25700
C -1.24023 6.12509 3.68059
C -1.66563 5.64838 2.42699
C -1.71964 4.61496 -0.38667
C -1.07411 4.55656 2.07544
C -1.39452 0.63257 -0.72489
C -2.09349 3.97146 -1.54973
C -1.40187 1.98612 -0.41555
C -1.48588 -2.77909 0.43206
C -1.13685 -0.58937 0.10636
C -0.37825 -2.81704 1.32271
C 0.03618 -0.58069 0.84738
C 0.45722 -1.74851 1.57936
N -1.95049 2.64062 -1.46496
N 2.85575 -1.62912 1.71285
N 5.38765 -0.23204 -0.58630
C -3.50899 -3.76992 -0.59387
C 4.06775 -2.15907 2.25834
C 3.10538 -0.96254 0.45679
C 5.22240 -1.84722 1.23572
C 4.50283 -1.33691 -0.03672
H -2.56214 -0.39305 -2.35218
H 0.21495 5.64684 5.21464
H -1.62898 6.95190 4.21775
H -2.39608 6.07189 1.82342
H -1.88403 5.69666 -0.53679
H -2.43111 4.27377 -2.48622
H -0.21044 -3.68717 1.79356
H 0.61705 0.29475 1.00409
H 5.48985 0.52197 0.09111
H 6.28009 -0.59326 -0.88631
H -4.10885 -3.19256 0.07684
H -3.26949 -3.26053 -1.53794
H -4.06185 -4.71209 -0.73372
H 3.99758 -3.26006 2.38478
H 4.36965 -1.79607 3.28639
H 2.99426 0.13212 0.60620
H 2.36154 -1.24900 -0.33732
H 5.75986 -2.74881 1.03151
H 5.88562 -1.11677 1.58395
H 4.32601 -2.05378 -0.79808
*
```

Computed properties:
ΔE to the lowest compared entry with this formula, charge and spin: 131.8 kcal/mol
LUMO energy: -0.20 eV
Orbital gap: 7.6 eV
SMILES: COc1cc(C(=O)N2CC[C@H](N)C2)cc(-c2cnn3ccc(-c4cccs4)nc23)n1

Mulliken population analysis, charges in e, atoms 1 to 2:
1 O -0.61
2 N -1.30